Molecular formula: C28H20F3N2O5S3
Method: DFT, ωB97M-V/def2-TZVPD

As for the HOMO energy: -3.26 eV. The frontier orbital gap is 0.176 hartree. The calculated total energy is -3058.8589 hartree. Its net charge is -1.

Geometry as XYZ:
```
61
Properties=species:S:1:pos:R:3:forces:R:3:lowdin_charge:R:1
C 2.35269 -3.46479 -2.02704 0.43 -0.26 -0.16 -0.148
C 2.36452 -4.05879 -0.75850 -0.39 0.23 -0.07 -0.109
C 1.19353 -4.10094 -0.01725 -0.13 0.19 -0.16 -0.040
C 0.00237 -3.50799 -0.51889 0.39 0.02 -0.54 -0.207
C -1.14277 -3.35291 0.31147 -0.67 -0.62 1.06 -0.199
C -1.09235 -3.80368 1.71616 -0.29 -0.31 -0.53 -0.355
O -1.85188 -4.67109 2.15965 0.37 0.82 0.30 0.032
C -0.01264 -3.19625 2.59961 -0.01 -0.05 0.46 -0.161
C 0.52768 -1.92687 2.35834 -0.14 -0.18 -0.09 -0.027
C 1.60571 -1.45547 3.10209 0.05 -0.28 0.09 -0.072
C 2.16668 -2.26242 4.09694 -0.22 0.04 -0.08 -0.103
C 1.57328 -3.48903 4.40980 -0.03 0.08 -0.12 -0.101
C 0.47019 -3.93993 3.68548 0.17 0.14 -0.20 -0.039
C -2.41466 -3.40878 -0.29565 -1.67 -0.01 -0.89 -0.264
N -3.45829 -3.41190 -0.83902 1.61 0.09 0.78 0.099
C -0.03794 -3.15511 -1.89687 0.43 0.04 0.29 -0.056
C 1.14324 -3.08003 -2.62085 0.06 -0.25 0.41 -0.123
H 3.28989 -3.38457 -2.57479 -0.19 -0.02 -0.04 0.076
H 3.27272 -4.49909 -0.33961 -0.17 0.21 -0.22 0.094
H 1.15132 -4.58724 0.96164 0.25 0.22 -0.44 0.109
H 0.09731 -1.31426 1.57040 0.13 -0.15 0.10 0.089
H 2.02000 -0.47140 2.88326 -0.09 -0.24 0.06 0.092
H 3.05610 -1.93006 4.63240 -0.23 -0.05 -0.05 0.091
H 1.98465 -4.10815 5.20710 -0.08 0.16 -0.14 0.091
H -0.00326 -4.89116 3.92332 0.10 0.16 -0.14 0.111
H -1.00510 -2.94308 -2.35453 0.29 0.10 0.14 0.082
H 1.12769 -2.73872 -3.65368 0.03 -0.05 0.11 0.087
F -1.22179 5.93041 -1.72139 -0.13 -1.19 -0.07 0.062
C -1.26892 4.57178 -1.58378 0.13 -0.49 -0.21 -0.785
F -2.47189 4.12279 -2.03583 1.24 0.54 0.11 0.086
F -0.28570 4.01386 -2.33988 -1.03 0.57 0.27 0.085
S -1.01516 4.26321 0.19061 -0.24 0.81 0.08 1.043
N -0.82886 2.59328 0.32789 0.24 0.76 0.93 -0.582
S -2.23726 1.87385 1.20327 0.24 -1.37 -0.91 0.672
C -2.89675 1.16545 -0.29402 -0.61 0.24 0.03 -0.289
C -4.13261 1.59867 -0.76721 0.11 -0.03 0.12 -0.068
C -4.65179 1.00218 -1.91555 0.11 0.05 -0.01 -0.075
C -3.91888 0.02498 -2.59000 -0.08 0.15 0.12 -0.061
C -2.65724 -0.35523 -2.13150 -0.06 0.20 0.11 -0.056
C -2.13651 0.21879 -0.97647 0.03 -0.05 0.04 -0.038
O -1.67340 0.82711 2.00930 -0.31 0.90 -0.24 -0.265
O -3.10456 2.88933 1.74262 0.85 -0.53 -0.46 -0.303
S 0.76959 2.14650 0.97429 -0.75 -1.04 0.21 0.653
C 1.85394 3.17713 0.03607 0.55 0.33 -0.30 -0.325
C 2.34994 2.67616 -1.16660 -0.25 -0.05 -0.05 -0.053
C 3.19593 3.45534 -1.94738 0.12 0.27 0.04 -0.065
C 3.55685 4.73642 -1.51883 -0.02 -0.20 0.03 -0.069
C 3.09859 5.21958 -0.28790 0.08 -0.04 -0.08 -0.068
C 2.25436 4.43520 0.49647 -0.06 0.01 -0.01 -0.080
O 0.78380 2.51784 2.36572 0.31 0.06 -0.84 -0.279
O 0.95055 0.78248 0.54405 0.03 1.05 0.38 -0.281
H -4.64592 2.41063 -0.25090 0.01 -0.35 -0.10 0.113
H -5.62724 1.31751 -2.28313 0.23 -0.10 0.04 0.103
H -4.33208 -0.43499 -3.48823 0.12 0.09 0.27 0.109
H -2.07788 -1.09696 -2.67204 -0.12 0.12 0.16 0.093
H -1.14506 -0.04085 -0.61306 -0.17 -0.17 -0.03 0.106
H 2.04922 1.68831 -1.49629 0.03 0.04 0.06 0.123
H 3.57287 3.06116 -2.89430 -0.14 0.15 0.34 0.112
H 4.21355 5.35091 -2.14395 -0.27 -0.22 0.29 0.108
H 3.40994 6.21431 0.05349 -0.20 -0.48 -0.10 0.110
H 1.88969 4.79657 1.45348 0.04 -0.07 -0.13 0.113
```
Positions in Å, forces in eV/Å.

---

Molecular formula: C28H20F5N6O3ReS
Method: DFT, ωB97M-V/def2-TZVPD

As for the HOMO energy (alpha / beta): -10.47 / -10.39 eV. The frontier orbital gap (alpha / beta) is 0.244 / 0.237 hartree. Its multiplicity is 2. As for the expectation value of S²: 0.76. The calculated total energy is -2608.9337 hartree. As for the energy relative to the best compared isomer or geometry (same formula, charge and spin): 0.860 eV. Its net charge is +1.

Geometry as XYZ:
```
64
Properties=species:S:1:pos:R:3:forces:R:3:lowdin_charge:R:1
Re -0.62023 0.09036 0.08119 0.38 0.47 -0.87 1.491
O 0.68481 3.02998 2.63848 -0.02 -0.03 -0.06 0.114
C 0.47729 2.03681 1.97988 0.15 0.10 0.02 -0.428
N -0.54435 1.79732 1.09348 -0.14 -0.27 0.38 -0.102
C -1.58880 2.73137 0.82747 0.10 -0.03 0.02 -0.197
C -1.84321 3.89366 1.54247 -0.09 0.00 0.00 -0.001
C -2.91478 4.69134 1.16371 0.03 -0.02 0.05 -0.067
C -3.71413 4.34216 0.08812 -0.02 -0.02 -0.04 -0.066
C -3.45965 3.18930 -0.64158 -0.01 0.01 0.06 0.000
C -2.39585 2.38024 -0.26685 0.02 0.03 -0.06 -0.201
N -1.99557 1.18119 -0.90691 0.14 -0.46 0.26 -0.103
C -2.39813 0.81048 -2.16441 -0.11 -0.08 -0.25 -0.453
O -3.14939 1.39971 -2.90935 0.07 0.00 0.09 0.106
C -1.84059 -0.53940 -2.57396 0.11 0.08 0.04 -0.190
C -2.21326 -1.12026 -3.77160 0.02 0.05 0.03 0.030
C -1.68143 -2.35634 -4.09998 0.01 -0.03 0.01 -0.019
C -0.80154 -2.97350 -3.22008 -0.03 0.02 0.00 -0.026
C -0.48285 -2.33253 -2.03767 0.03 0.02 -0.09 -0.100
N -0.98322 -1.13459 -1.73391 0.01 0.06 0.27 -0.074
C 1.38666 0.83586 2.13663 -0.13 0.03 -0.06 -0.183
C 2.42495 0.83070 3.04956 -0.04 0.01 -0.03 0.030
C 3.15667 -0.33571 3.20770 0.02 -0.06 0.01 -0.017
C 2.82233 -1.45632 2.45590 0.01 0.03 0.00 -0.024
C 1.78879 -1.36608 1.54292 0.04 0.05 0.03 -0.107
N 1.09669 -0.23284 1.38063 -0.12 -0.07 -0.14 -0.062
H -1.22759 4.16728 2.38200 0.03 -0.01 0.00 0.104
H -3.12454 5.59079 1.72638 0.00 0.01 -0.01 0.109
H -4.54961 4.96895 -0.19268 0.01 0.01 0.00 0.110
H -4.07711 2.91979 -1.48202 0.01 -0.01 -0.01 0.106
H -2.90730 -0.58743 -4.40590 -0.01 -0.02 -0.01 0.131
H -1.95634 -2.84189 -5.02670 0.01 0.01 -0.01 0.121
H -0.37574 -3.94281 -3.43598 -0.02 -0.01 0.00 0.116
H 0.17476 -2.77896 -1.30410 -0.01 -0.01 0.01 0.113
H 2.60806 1.72688 3.62550 0.01 0.01 0.00 0.133
H 3.96555 -0.38180 3.92442 0.01 0.01 0.00 0.123
H 3.35112 -2.39150 2.57237 0.00 0.00 0.02 0.119
H 1.48409 -2.20396 0.93052 0.01 -0.01 0.00 0.118
C 2.36352 0.65980 -4.23984 0.01 -0.04 -0.01 -0.029
N 2.95480 0.41599 -2.93666 -0.02 0.03 0.01 -0.145
C 4.38256 0.11957 -2.79238 0.01 -0.01 0.00 -0.081
C 4.55344 -0.04103 -1.27001 0.03 0.04 -0.03 -0.094
N 3.23812 0.35952 -0.77251 -0.12 -0.02 0.10 0.052
C 2.37962 0.62526 -1.75854 0.00 0.06 -0.12 -0.679
S 0.79651 1.27731 -1.62299 -0.12 -0.23 0.30 0.823
H 2.80313 -0.03524 -4.95297 -0.01 0.00 0.00 0.099
H 2.55394 1.68142 -4.57188 0.01 0.00 0.01 0.106
H 1.28995 0.49665 -4.18991 0.01 0.01 0.01 0.067
H 4.97730 0.94042 -3.19713 -0.01 0.00 0.00 0.134
H 4.62862 -0.78885 -3.34008 0.02 0.00 0.01 0.130
H 5.32810 0.61315 -0.87525 0.01 -0.02 0.01 0.127
H 4.78173 -1.06758 -0.98499 -0.02 0.00 0.00 0.121
H 3.05079 0.64560 0.17282 0.04 -0.02 -0.01 0.117
F -2.92154 -3.31619 5.69787 0.00 0.00 -0.03 0.146
C -2.50224 -2.89566 4.51079 0.00 0.02 0.01 -0.134
C -2.65217 -1.56693 4.14945 0.01 -0.03 -0.03 -0.135
F -3.23611 -0.70733 4.97448 0.02 -0.01 0.01 0.147
C -2.19425 -1.14188 2.91500 -0.16 0.10 -0.01 -0.136
F -2.37266 0.13642 2.54266 0.03 -0.08 0.06 0.102
C -1.59394 -2.01183 2.01723 0.31 -0.11 0.03 -0.231
O -1.16754 -1.63479 0.80289 -0.54 0.39 -0.08 -0.245
C -1.46312 -3.34594 2.39401 0.03 0.02 0.13 -0.139
F -0.88065 -4.20951 1.55575 0.01 0.03 -0.01 0.116
C -1.90973 -3.78579 3.62634 -0.01 -0.01 0.01 -0.135
F -1.76476 -5.06080 3.97020 0.01 0.02 -0.01 0.142
```
Positions in Å, forces in eV/Å.

---

Molecular formula: C28H21BF5N9SSeY
Method: DFT, ωB97M-V/def2-TZVPD

As for the HOMO energy (alpha / beta): -5.85 / -7.17 eV. The frontier orbital gap (alpha / beta) is 0.192 / 0.240 hartree. Its multiplicity is 2. As for the expectation value of S²: 0.77. The calculated total energy is -4934.6068 hartree.

Geometry as XYZ:
```
67
Properties=species:S:1:pos:R:3:forces:R:3:lowdin_charge:R:1
Y 0.31649 0.17490 -0.20040 1.14 -2.15 -2.44 0.928
C 0.05499 -1.52870 3.91190 -0.15 -0.20 0.79 -0.040
C 0.45749 -1.59750 2.60630 -0.01 0.35 -0.39 -0.104
N 0.13379 -0.44720 1.99400 0.49 -0.64 -0.73 -0.063
N -0.45391 0.37170 2.86160 -0.62 -0.07 1.95 0.041
C -0.52091 -0.28610 4.04600 0.08 -0.19 0.09 -0.047
B -0.94841 1.79900 2.39370 0.31 0.82 0.05 -0.528
N 0.26949 2.56890 1.77280 -2.29 0.09 2.96 0.012
C 0.80749 3.72970 2.21260 0.50 1.75 0.78 -0.065
C 1.86379 4.06650 1.39790 0.04 0.08 0.13 -0.040
C 1.93009 3.06000 0.46320 3.15 1.99 -0.28 -0.147
N 0.95729 2.16420 0.71170 -1.05 -1.84 -2.74 -0.174
N -2.03401 1.56860 1.29080 -1.51 0.85 1.22 0.013
C -3.34031 1.91700 1.33350 -0.36 0.17 0.38 -0.046
C -3.94391 1.51530 0.16450 -0.55 0.09 0.05 -0.042
C -2.94561 0.91320 -0.56540 0.33 -0.02 0.05 -0.120
N -1.79971 0.95370 0.13900 -0.34 -0.30 -1.21 -0.099
N -1.56961 2.73520 3.50320 0.31 -0.85 0.60 -0.018
C -1.70131 2.65070 4.85070 -0.15 0.04 0.95 -0.090
C -2.31721 3.79000 5.31730 0.21 -0.68 1.15 -0.085
C -2.53811 4.55990 4.20710 0.45 -0.46 -1.43 -0.142
N -2.07351 3.90700 3.12940 -0.79 1.78 -1.31 0.038
H 0.15889 -2.29140 4.67200 -0.04 0.21 -0.09 0.110
H 0.94939 -2.43220 2.12560 -0.06 0.43 -0.13 0.118
H -0.94931 0.03260 4.96310 -0.36 0.78 0.13 0.097
H 0.47429 4.30160 3.06750 -0.31 -0.45 -0.15 0.120
H 2.50549 4.93360 1.47740 -0.14 -0.20 0.01 0.111
H 2.64279 2.98140 -0.34650 -0.36 -0.41 -0.02 0.120
H -3.84041 2.41740 2.15060 0.57 -0.01 0.07 0.123
H -4.98071 1.64050 -0.11700 0.21 0.01 0.10 0.108
H -3.04621 0.46870 -1.54630 0.50 0.02 0.07 0.114
H -1.38631 1.87770 5.50790 0.36 -0.67 -0.19 0.088
H -2.56461 4.03140 6.34220 0.10 -0.18 -0.12 0.098
H -3.00061 5.53720 4.18070 0.13 -0.14 -0.48 0.107
C -1.80731 -2.32670 -0.20040 -0.15 -0.09 0.04 -0.030
C -0.46221 -2.98260 -0.20040 0.75 1.32 -0.10 -0.314
C -0.33151 -4.36040 -0.20040 1.12 -1.02 0.04 -0.004
C 0.94839 -4.89900 -0.20040 -1.24 0.20 0.02 0.024
C 2.06789 -4.05610 -0.20040 0.19 -0.55 0.00 -0.169
C 3.36419 -4.60190 -0.20040 1.25 0.21 0.01 -0.042
C 4.47929 -3.77180 -0.20040 -0.80 -0.80 0.01 -0.072
C 4.30549 -2.39260 -0.20040 -0.86 0.01 0.02 -0.111
C 3.01609 -1.84120 -0.20040 1.15 0.93 -0.09 -0.613
S 2.91659 -0.11070 -0.20040 0.39 0.46 0.27 0.578
C 1.86429 -2.65560 -0.20040 0.31 -1.13 -0.16 -0.264
N 0.60209 -2.15330 -0.20040 -0.82 -1.03 -0.36 -0.013
H -2.61791 -3.06240 -0.20040 0.18 0.15 -0.02 0.094
H -1.91621 -1.70000 -1.09100 -0.02 -0.03 0.01 0.062
H -1.91621 -1.70000 0.69020 -0.08 -0.02 -0.06 0.073
H -1.20051 -5.00660 -0.20040 0.01 0.13 -0.01 0.115
H 1.07039 -5.97770 -0.20040 0.12 0.10 0.00 0.123
H 3.50999 -5.67780 -0.20040 -0.21 0.09 -0.01 0.109
H 5.48059 -4.18850 -0.20040 -0.11 -0.04 -0.01 0.106
H 5.17819 -1.74350 -0.20040 -0.35 0.04 -0.01 0.102
F 0.28049 -0.01050 -9.11820 0.00 0.03 0.98 0.098
C 0.28849 0.03090 -7.76250 0.00 -0.01 -0.15 -0.122
C 1.48279 -0.17540 -7.06350 0.35 -0.06 0.08 -0.125
F 2.63199 -0.41670 -7.74230 -0.83 0.17 0.39 0.097
C 1.49259 -0.13310 -5.66450 -0.16 0.04 -0.07 -0.239
F 2.65519 -0.33420 -4.99460 -0.96 0.16 -0.74 0.063
C 0.30509 0.11630 -4.96170 -0.19 0.03 0.71 -0.502
Se 0.31649 0.17490 -3.03940 -0.09 0.04 -0.21 0.601
C -0.89071 0.32280 -5.66430 0.36 -0.07 -0.22 -0.245
F -2.04541 0.56480 -4.99420 0.81 -0.19 -0.68 0.048
C -0.89751 0.27980 -7.06330 -0.34 0.07 0.11 -0.127
F -2.05471 0.47970 -7.74180 0.79 -0.14 0.36 0.094
H 0.31649 2.22470 -0.20040 -0.34 1.02 0.01 0.110
```
Positions in Å, forces in eV/Å.